(1)
An isolated ion of composition C6H15N and charge -1 in a non-equilibrium geometry, computed with ωB97M-V with the def2-TZVPD basis set.

The geometry in XYZ format:
```
22
Properties=species:S:1:pos:R:3:forces:R:3:mulliken_charge:R:1
C 1.090 -0.222 -2.941 -1.657 0.620 0.188 -2.17
N 0.607 0.593 -1.789 0.528 -0.427 -0.510 -0.23
C 0.440 -0.126 -0.533 1.273 0.510 1.680 0.81
C -0.623 0.527 0.345 -0.117 0.808 0.487 -1.37
C -1.129 -0.459 1.403 -2.851 -0.442 -1.185 -0.59
C -2.070 0.141 2.476 -0.601 0.167 -0.785 -1.07
C 1.785 -0.109 0.285 -1.378 -0.725 -0.216 -3.51
H 0.944 -1.263 -2.679 0.156 -0.351 -0.145 0.40
H 2.107 -0.087 -3.322 -0.005 0.212 0.422 0.85
H 0.350 0.033 -3.721 0.618 -0.431 -0.324 0.37
H 1.258 1.354 -1.642 -0.073 0.065 0.139 0.40
H 0.080 -1.145 -0.675 0.165 -0.050 -0.538 0.72
H -0.296 1.388 0.952 0.646 0.011 -0.621 0.34
H -1.359 0.969 -0.362 -0.253 -0.624 0.683 0.30
H -1.855 -1.077 0.850 0.538 -0.550 -0.053 -0.08
H -0.375 -1.140 1.761 0.406 0.215 0.307 0.51
H -3.141 0.124 2.194 0.389 -0.380 -0.505 0.34
H -1.921 1.216 2.477 0.496 0.204 1.107 0.35
H -2.104 -0.413 3.414 0.661 0.532 0.282 0.46
H 1.954 0.955 0.413 0.870 0.061 -0.037 0.67
H 2.550 -0.712 -0.195 0.452 0.472 -0.342 0.68
H 1.709 -0.547 1.290 -0.265 0.103 -0.033 0.83
```
Forces are in eV/Å.

Summary:
* energy relative to the best compared isomer or geometry (same formula, charge and spin): 1.0647 eV
* spin multiplicity: 2
* net charge: -1
* max |F|: 3.12 eV Å⁻¹
* orbital gap (spin up / spin down): 2.337 / 9.051 eV
* expectation value of S²: 0.75

=====

(2)
C40H33N2O2P2PdS3Se as an isolated structure in a non-equilibrium geometry, computed with ωB97M-V with the def2-TZVPD basis set.

The geometry in XYZ format:
```
84
Properties=species:S:1:pos:R:3:forces:R:3:mulliken_charge:R:1
Pd 0.444 0.905 -0.133 -0.471 -0.979 -0.075 0.52
S -0.829 0.687 -2.651 -0.021 -0.008 0.122 -0.56
P -0.425 -1.215 -2.151 -0.426 0.172 0.118 1.96
C 0.109 -1.160 -0.489 0.651 -0.084 -0.420 -0.51
P 1.284 -1.886 0.575 -0.345 0.001 0.525 1.72
S 2.166 -0.317 1.464 -0.157 -0.022 -0.010 -0.72
C 2.413 -2.983 -0.274 0.139 -0.063 -0.166 -0.14
C 1.976 -4.242 -0.697 0.055 0.021 -0.024 0.12
C 2.847 -5.079 -1.373 0.004 0.085 0.026 -0.85
C 4.150 -4.662 -1.630 -0.025 -0.006 -0.005 -0.47
C 4.582 -3.410 -1.218 -0.035 0.012 0.002 -0.73
C 3.712 -2.564 -0.541 0.030 -0.046 -0.015 -0.42
C 0.418 -2.884 1.804 -0.087 -0.015 0.042 0.29
C 1.080 -3.903 2.486 -0.024 -0.003 0.001 -0.47
C 0.445 -4.565 3.527 0.014 0.001 -0.045 -0.73
C -0.848 -4.213 3.890 -0.007 0.014 0.002 -0.51
C -1.512 -3.198 3.213 0.012 -0.008 -0.028 -0.84
C -0.880 -2.530 2.175 0.013 -0.053 -0.005 -0.25
C 0.784 -1.920 -3.267 0.198 -0.143 -0.038 0.49
C 0.592 -3.188 -3.813 0.072 -0.007 -0.018 -0.36
C 1.535 -3.709 -4.688 -0.010 0.044 0.036 -0.74
C 2.667 -2.972 -5.006 0.002 0.006 0.030 -0.51
C 2.860 -1.707 -4.460 -0.035 -0.016 0.029 -0.73
C 1.920 -1.176 -3.592 -0.029 -0.069 -0.070 -0.32
C -1.888 -2.257 -2.230 -0.143 -0.080 0.068 -0.31
C -2.115 -3.229 -1.257 -0.027 -0.016 -0.056 0.23
C -3.245 -4.034 -1.333 0.052 0.050 -0.022 -0.99
C -4.144 -3.865 -2.377 -0.005 0.002 -0.002 -0.50
C -3.920 -2.892 -3.345 -0.001 -0.016 0.010 -0.79
C -2.797 -2.085 -3.272 0.002 -0.013 -0.008 -0.37
H 0.962 -4.569 -0.491 0.008 0.008 0.008 0.39
H 2.516 -6.057 -1.698 -0.001 0.019 0.009 0.45
H 4.832 -5.320 -2.153 -0.015 0.008 0.008 0.43
H 5.596 -3.091 -1.420 -0.021 -0.004 0.010 0.44
H 4.037 -1.587 -0.207 0.007 -0.008 -0.002 0.43
H 2.090 -4.180 2.209 0.009 0.009 0.001 0.46
H 0.959 -5.357 4.055 0.002 0.024 -0.014 0.41
H -1.339 -4.729 4.706 0.010 0.008 -0.033 0.41
H -2.521 -2.928 3.495 0.021 0.011 -0.009 0.46
H -1.395 -1.732 1.652 -0.002 0.023 0.000 0.30
H -0.292 -3.762 -3.566 0.015 0.000 -0.009 0.40
H 1.382 -4.687 -5.125 0.004 0.018 0.013 0.44
H 3.401 -3.382 -5.689 -0.015 0.022 0.001 0.42
H 3.738 -1.131 -4.722 -0.014 -0.015 0.012 0.45
H 2.042 -0.178 -3.191 0.001 0.015 0.013 0.24
H -1.420 -3.356 -0.435 -0.007 0.007 -0.017 0.35
H -3.425 -4.787 -0.576 0.013 0.021 -0.014 0.47
H -5.027 -4.489 -2.435 0.018 0.011 0.000 0.41
H -4.627 -2.760 -4.154 0.019 -0.003 0.017 0.42
H -2.628 -1.315 -4.016 -0.005 0.004 0.016 0.41
C 2.293 3.472 1.860 -0.094 0.026 -0.055 -0.73
N 1.280 3.765 0.856 0.237 -0.234 0.164 0.50
C 1.112 3.066 -0.305 0.484 1.165 -0.260 -0.80
Se 2.433 1.977 -1.152 -0.191 0.222 0.201 -0.02
N 0.147 3.744 -0.997 -0.077 -0.160 -0.225 0.25
C -0.285 4.849 -0.304 -0.115 -0.023 -0.046 0.41
C -1.230 5.831 -0.595 0.026 -0.068 -0.035 -0.94
C -1.393 6.828 0.343 0.080 0.015 0.136 -0.75
C -0.653 6.844 1.543 -0.032 0.070 -0.167 -0.54
C 0.271 5.864 1.838 0.179 -0.006 -0.152 -0.69
C 0.446 4.864 0.883 -0.012 0.076 0.078 0.75
H 2.524 2.413 1.822 0.038 -0.048 0.008 0.11
H 1.899 3.728 2.841 0.007 -0.002 -0.016 0.33
H 3.196 4.047 1.661 0.024 0.027 -0.001 0.33
H -0.144 3.439 -1.914 -0.016 0.033 -0.005 0.32
H -1.799 5.816 -1.516 0.020 0.003 0.013 0.49
H -2.104 7.622 0.154 0.014 -0.007 0.009 0.45
H -0.816 7.641 2.256 0.000 0.007 -0.011 0.48
H 0.819 5.875 2.772 -0.037 0.006 -0.075 0.49
O -2.865 6.263 4.563 0.071 -0.169 -0.065 -0.48
C -1.761 5.541 4.290 -0.201 0.135 -0.156 0.50
O -0.702 5.849 4.756 0.079 -0.036 0.150 -0.54
C -1.910 4.392 3.335 -0.076 -0.013 0.178 1.18
C -2.862 4.375 2.321 -0.068 -0.058 -0.030 -1.00
C -2.896 3.329 1.412 0.036 0.026 0.041 -1.21
C -1.953 2.298 1.500 0.026 -0.028 0.148 0.72
S -1.953 0.993 0.352 0.254 0.255 0.069 -0.19
C -1.001 2.320 2.537 -0.050 0.022 -0.004 -0.59
C -0.986 3.356 3.445 -0.046 -0.101 0.007 -0.75
H -3.648 5.830 4.198 -0.031 0.043 0.056 0.37
H -3.561 5.195 2.202 0.015 -0.027 -0.005 0.28
H -3.625 3.318 0.612 -0.003 -0.004 0.024 0.47
H -0.282 1.514 2.609 0.035 -0.066 0.016 0.55
H -0.254 3.392 4.242 -0.017 -0.015 -0.004 0.56
```
Forces are in eV/Å.

Summary:
* energy relative to the best compared isomer or geometry (same formula, charge and spin): 0.0000 eV
* spin multiplicity: 5
* net charge: +1
* max |F|: 1.29 eV Å⁻¹
* orbital gap (spin up / spin down): 7.445 / 5.205 eV
* expectation value of S²: 6.05